# 1
Molecular formula: C20H35N2O2P2V
Method: DFT, ωB97M-V with the def2-TZVPD basis set

Atoms and positions in Å:
V -0.0062 -0.3899 0.5913
P -2.0480 0.2105 -0.8243
P 2.1742 -0.1929 1.2147
O 3.2529 -0.6519 -3.7797
O 0.6014 2.9597 -5.4123
N 0.5928 -4.1612 -0.1417
N 0.0017 1.7537 0.7945
C 3.0809 -1.2632 2.3423
C -0.1412 -2.9004 -0.1546
C 3.4696 0.2386 0.0079
C -0.7895 2.5447 -0.0304
C 1.9024 -4.1353 0.4401
C -1.6714 1.9139 -0.9340
C 2.0000 1.4062 2.1525
C -3.4828 -0.1516 0.2107
C -2.3046 -0.5923 -2.4263
C 0.9585 2.3214 1.5449
C -0.6557 3.9579 0.0308
C -0.1686 -5.3736 0.0105
C 0.1351 -1.6551 2.0583
C 1.0297 3.7111 1.7024
C -0.3392 -1.1951 3.2809
C -1.6599 -1.5007 3.6217
C -0.6479 -2.4625 1.1949
C -2.4003 -2.3857 2.8426
C -1.9140 -2.8966 1.6478
C 0.1994 4.5399 0.9407
H -3.3800 -2.7161 3.1982
H -2.4800 -3.6061 1.0390
H 1.7874 1.1818 3.2089
H 0.2984 -0.5822 3.9186
H -0.5977 -5.4957 1.0265
H 3.8349 -0.6657 2.8702
H -0.9819 -3.0867 -0.8474
H 3.5594 -2.0663 1.7671
H 3.2168 1.1762 -0.5107
H -0.3022 3.2410 -5.5568
H 0.6187 2.6397 -4.4942
H 2.3787 -1.7120 3.0518
H 2.5178 -3.3817 -0.0805
H 2.5982 -1.2828 -3.4178
H 1.8817 -3.8692 1.5177
H 0.5033 -6.2235 -0.1860
H 3.5660 -0.5699 -0.7338
H 3.6074 -0.2290 -3.0006
H -2.2769 -1.6762 -2.2429
H -0.8096 -0.7469 -0.7207
H -4.4019 -0.0882 -0.3944
H -3.5308 0.5763 1.0332
H 1.7745 4.1256 2.3773
H 0.2327 5.6255 1.0564
H 2.9862 1.8972 2.1152
H -2.1344 2.5612 -1.6807
H 4.4235 0.3620 0.5436
H -1.4616 -0.3280 -3.0781
H -2.1177 -1.0809 4.5165
H 0.5624 -2.1434 -0.5946
H 2.3500 -5.1352 0.3168
H -3.3880 -1.1601 0.6392
H -1.2591 4.5430 -0.6607
H -0.9977 -5.3814 -0.7140
H -3.2649 -0.2925 -2.8599

Maximum force in hartree/bohr: 0.0487
LUMO (spin up / spin down) in eV: -7.491 / -8.061
DFT total energy in hartree: -2669.0747
Net charge: +2
2S+1: 3
HOMO level (spin up / spin down) in Eh: -0.4973 / -0.4927

Atomic partial charges in e from the natural (NBO) method, atoms 1 to 2: 0.8405, 1.3038


# 2
Molecular formula: C22H19FN4O2
Method: DFT, ωB97M-V with the def2-TZVPD basis set

Atoms and positions in Å:
F -0.6895 -3.3178 -2.4983
O 2.5134 -5.1397 2.1499
O 0.3008 3.3757 -2.4029
N 2.5629 -5.9689 0.1518
N -0.9308 -0.6538 -1.2186
N -1.5385 2.2382 -1.9034
N 2.0233 -2.1579 2.1194
C 2.3208 0.0798 3.1770
C 1.2133 -2.6343 1.0462
C -2.4404 -0.6638 -1.2332
C -0.2408 -1.7277 -0.6501
C -2.7604 0.5821 -2.1294
C -0.7555 3.3166 -1.7657
C -1.1135 4.9784 0.1941
C 0.5482 -1.5663 0.5008
C -0.9436 4.2625 -0.7336
C 1.8304 -0.7972 2.2596
C 1.0717 1.8692 2.1504
C 2.0116 1.4463 3.0823
C -1.3702 1.0966 -2.7510
C -2.7811 1.9053 -1.3704
C 0.6792 -4.0223 -0.7550
C 0.9640 -0.3605 1.3004
C -0.0814 -3.0187 -1.3259
C 0.5718 0.9250 1.1720
C -1.2902 5.8555 1.4085
C 2.0293 -5.0678 0.9864
C 1.2693 -3.9071 0.5043
C -0.2892 0.0962 -2.2487
H -3.6210 2.5669 -1.7216
H -3.5497 0.3539 -2.7341
H -0.1313 1.1004 0.3774
H 0.5034 0.6439 -1.8641
H -2.7240 -0.5238 -0.1921
H -2.1339 5.6376 2.0180
H 2.3844 2.1548 3.7625
H 1.0116 -4.8544 -1.3470
H 0.7571 2.8733 1.9879
H -0.0580 -0.5109 -3.1062
H -0.3570 5.7325 1.9678
H 2.5257 -2.6768 2.8210
H 3.5196 -6.1054 0.4827
H -2.9318 -1.5333 -1.6907
H 2.4763 -5.7968 -0.8669
H 2.9771 -0.2993 3.9029
H -1.3270 1.4165 -3.7747
H -2.7795 1.8960 -0.2223
H -1.2270 6.9012 0.9826

Maximum force in hartree/bohr: 0.0956
LUMO in eV: -0.069
DFT total energy in hartree: -1319.0131
2S+1: 1
SMILES: CC#CC(=O)N1C[C@@H]2CN(c3c(F)cc(C(N)=O)c4[nH]c5ccccc5c34)C[C@@H]21
Energy above the lowest of the compared OMol25 structures with the same formula, charge and spin in kcal per mole: 38.0
HOMO level in Eh: -0.2925

Atomic partial charges in e from the natural (NBO) method, atoms 1 to 2: -0.3255, -0.6399


# 3
Molecular formula: C4H10NO2
Method: DFT, ωB97M-V with the def2-TZVPD basis set

Atoms and positions in Å:
O -2.1438 0.7583 0.4100
O 0.0532 1.5705 -0.5920
N 1.4582 -0.0711 -0.2557
C -1.3254 -1.3185 -0.5028
C -1.1189 -0.1981 0.5038
C 0.3087 0.5968 0.2794
C 2.5890 0.0367 0.2163
H 0.4557 0.8901 1.2905
H 1.5282 -0.1042 -1.3315
H 3.4991 -0.0697 -0.2893
H -1.0630 -0.8767 1.4215
H -0.7972 -2.1926 -0.3450
H -0.8838 1.5576 -1.0226
H -2.0412 1.4094 1.0910
H 2.6984 0.4154 1.3261
H -2.3538 -1.4947 -0.7057
H -0.8636 -0.9094 -1.4940

Maximum force in hartree/bohr: 0.1230
LUMO in eV: -5.191
DFT total energy in hartree: -363.2995
Net charge: +1
2S+1: 1
SMILES: C=[NH+][C@@H](O)[C@H](C)O
Energy above the lowest of the compared OMol25 structures with the same formula, charge and spin in kcal per mole: 85.4
HOMO level in Eh: -0.5429

Atomic partial charges in e from the natural (NBO) method, atoms 1 to 2: -0.6842, -0.7009


# 4
Molecular formula: C35H74B3NO30P
Method: DFT, ωB97M-V with the def2-TZVPD basis set

Atoms and positions in Å:
P 3.3487 3.6523 -0.9150
O -1.5758 -2.9896 2.3830
O 6.6775 4.1839 3.2766
O 4.7334 -0.8506 -8.6326
O 1.5203 6.4741 0.8890
O -4.5893 -7.8571 1.8379
O -4.8651 -9.3646 3.4114
O 4.3649 0.4664 -6.7864
O 7.2416 4.5946 5.3593
O -0.4609 -3.0906 0.4932
O 7.1165 -4.1391 -5.6117
O -8.2042 -3.6917 4.9240
O -2.0462 -4.6978 0.9203
O -2.7920 -8.4067 3.1594
O 5.3438 -2.8232 -4.9757
O 0.7276 2.4228 -0.3280
O 4.5258 2.5480 -1.5675
O -2.7489 3.2252 -1.7319
O 3.6566 5.2107 -1.7106
O 7.1686 -3.1936 -3.6298
O 3.0927 0.7557 -8.5534
O 3.9223 -0.7195 -1.9027
O -6.5702 -0.0537 -2.1532
O 3.7001 3.8650 0.6104
O 0.8684 4.5673 -1.1520
O -6.8464 -2.2241 -1.9595
O 1.6709 0.2777 -2.2627
O -7.9283 -2.1842 3.3505
O -6.2267 -1.0256 -0.0999
O -6.1311 -2.7339 4.6720
O 6.0329 2.6947 4.9030
N 0.5195 4.9243 2.6961
C -0.3336 1.7959 2.5025
C -6.8333 -3.4081 -1.1644
C 6.0345 3.3583 2.3074
C 6.5673 -2.3649 -2.6368
C -1.4243 -3.6948 1.2336
C -6.2458 1.2098 -1.5765
C 7.2348 4.2321 6.7387
C -0.1333 4.5940 -0.0346
C 4.1256 0.0338 -8.0501
C -7.0944 -1.2627 2.6508
C -3.9629 -8.5302 2.8359
C 2.7022 -0.0550 0.2342
C -4.3422 -10.1431 4.4860
C 6.5936 3.7200 4.5490
C 1.5380 2.8281 -2.8823
C -1.4503 0.8942 -1.7728
C 5.4344 -0.2092 -6.1275
C -0.1927 -3.7287 -0.7539
C 2.0618 1.3150 -3.2291
C -6.5181 -1.0942 -1.2836
C -1.1772 5.7576 -0.5221
C -2.3581 3.4902 2.1228
C 6.4566 -4.3767 -6.8536
C 0.2739 6.1343 3.5802
C -1.3442 2.4383 1.3775
C 6.4321 -3.3334 -4.7610
C -7.3020 -2.8574 4.3484
C 2.7980 -0.1675 -1.4283
C -3.7553 -6.9355 1.1382
C -7.6813 -4.4702 5.9986
C -0.5978 3.0261 0.0365
C 2.7275 0.4064 -9.8871
C 1.8398 4.3243 3.2029
C -2.5648 -3.5138 3.2670
C -3.9651 3.1148 1.9606
B 1.5239 3.2176 -1.2851
B -1.6195 2.4477 -1.1629
B 0.6394 5.3013 1.2308
H -0.7964 0.9979 -2.7442
H -8.4881 -5.1000 6.3835
H 6.1643 3.8245 1.3269
H 1.7113 -0.5038 0.6700
H -0.8685 0.8033 2.8945
H 6.4946 2.3653 2.2801
H 0.7087 1.4545 2.0949
H 3.2347 1.2723 -3.4458
H -3.5353 -10.7940 4.1343
H 2.2637 3.5740 -3.4613
H 6.3762 -0.0569 -6.6646
H 1.7026 3.8947 4.3080
H -3.3833 -6.1603 1.8159
H 0.4274 5.7523 4.7007
H -7.3327 -3.8232 6.8101
H -4.3588 -6.4545 0.3637
H -0.2385 2.4831 3.4697
H -4.4126 3.8815 1.1635
H 2.3979 -0.6364 -9.9366
H -2.6010 -2.8725 4.1520
H -6.3195 1.9682 -2.3608
H -2.9249 -7.4582 0.6527
H 5.2130 -1.2766 -6.0268
H 0.1678 -4.7502 -0.5951
H 7.2419 -2.3238 -1.7773
H -0.8045 0.2367 -1.0186
H -2.2842 5.3794 -0.3299
H 2.7524 5.0502 3.1020
H 0.4740 2.9508 -3.4074
H -2.4836 0.3962 -2.0300
H -6.9549 1.4654 -0.7826
H -4.1634 1.9941 1.6866
H 5.4005 2.7063 -1.0664
H 1.8928 1.0455 -10.1874
H 7.0929 -5.0323 -7.4544
H 2.9938 5.3600 -2.4478
H -7.1105 -4.2490 -1.8059
H 2.3291 6.4707 1.4815
H -0.8049 6.5864 3.4936
H 7.7428 3.2740 6.8886
H 5.4985 -4.8810 -6.6914
H 5.6137 -2.7888 -2.3061
H -2.4640 3.7445 -2.5401
H 3.5869 -0.6950 0.7095
H -2.0290 1.5339 1.0046
H 5.5370 0.2168 -5.1257
H 6.2102 4.1927 7.1225
H -2.1602 3.4983 3.3001
H -5.2196 1.2079 -1.1949
H -7.6979 -0.7816 1.8763
H 2.0079 3.3533 2.5293
H -5.8306 -3.5947 -0.7664
H 2.8337 1.0444 0.6258
H -4.4813 3.4282 2.9891
H -3.5515 -3.5023 2.7929
H -1.1256 5.9783 -1.6914
H -6.2640 -1.7853 2.1653
H -3.9936 -9.4961 5.2975
H 7.7802 5.0009 7.2929
H -1.0779 6.7751 0.0805
H -2.2526 4.6079 1.7799
H -2.2991 -4.5267 3.5865
H -1.0846 -3.7258 -1.3887
H -7.5659 -3.3371 -0.3541
H 1.1077 6.9702 3.4332
H 4.9620 3.2840 2.5141
H 1.5564 1.0171 -4.2686
H -6.7224 -0.4875 3.3284
H -6.8743 -5.1211 5.6469
H 6.4296 -1.3469 -3.0154
H 0.5926 -3.1619 -1.2615
H -5.1490 -10.7729 4.8709
H 6.3143 -3.4391 -7.4007
H 3.5611 0.5833 -10.5744

Maximum force in hartree/bohr: 0.1560
LUMO in eV: 1.707
DFT total energy in hartree: -4105.9569
Net charge: -1
2S+1: 1
HOMO level in Eh: -0.2011

Atomic partial charges in e from the Mulliken method, atoms 1 to 2: 1.3511, -0.2856


# 5
Molecular formula: C37H41CsF3N9O3P2S3
Method: DFT, ωB97M-V with the def2-TZVPD basis set

Atoms and positions in Å:
Cs -0.6075 2.0279 -0.7948
S 0.8842 2.1188 2.0773
S 1.1296 -2.9017 -1.5787
S -2.4140 4.2592 -2.1388
P 2.0730 0.7360 1.1432
P 2.2212 -1.3007 -0.9769
F -4.8105 5.2869 -1.6572
F -4.5343 4.5876 -3.6865
F -4.8350 3.1673 -2.0870
O -2.0263 3.0837 -2.9044
O -1.9599 5.5222 -2.6645
O -2.2902 4.1059 -0.6985
N -8.2760 -0.3334 -1.0535
N -4.2873 0.2609 -0.9695
N -3.3572 1.5632 1.2962
N -2.1837 -2.4554 -0.3043
N -6.1911 -0.8720 -1.8587
N -2.0088 -1.1254 2.2959
N -1.1981 -0.8498 -3.2619
N -4.0908 -1.2607 -2.6820
N -6.4596 0.7652 -0.1618
C 2.9882 0.6841 -4.5079
C 5.3763 3.1588 1.7715
C 4.5076 -1.1692 -4.4301
C -4.8659 -0.6108 -1.8214
C 2.4774 -0.4509 2.4944
C 3.6620 -2.0552 -0.0845
C 5.7520 -3.1378 1.4382
C 2.4935 0.3225 -3.2604
C -4.5450 1.8768 0.7810
C 2.8504 -2.3345 4.5304
C -5.1291 0.8970 -0.1830
C -2.7789 2.4402 2.1084
C 4.9429 -1.5097 -0.1365
C 4.0062 -0.0543 -5.0928
C 2.9944 -0.7835 -2.5815
C -4.5878 3.9751 1.9019
C 5.9825 -2.0472 0.6128
C 1.4901 -0.0287 -0.2064
C -3.2655 -3.2606 0.2399
C 1.6246 -2.2371 3.8788
C -3.3455 -3.1512 1.7576
C -4.2413 4.3235 -2.4025
C 4.4769 -3.6847 1.5048
C 1.4417 -1.3094 2.8677
C 3.8903 -1.5031 4.1484
C 3.6442 1.6960 0.9304
C 3.4459 -3.1525 0.7467
C 4.2212 2.4216 1.9743
C 3.7051 -0.5682 3.1348
C -5.2098 3.0597 1.0704
C 3.9958 -1.5355 -3.1949
C 4.2254 1.7720 -0.3268
C -3.3543 -1.7059 2.2572
C -3.3481 3.6651 2.4298
C 5.3746 2.5264 -0.5430
C -6.9130 -0.1473 -1.0238
C 5.9603 3.2117 0.5089
H -1.7935 2.1688 2.4767
H 5.8156 3.7097 2.5957
H -1.4271 -2.3398 0.3623
H 4.5394 0.0525 2.8340
H -1.7617 -2.8728 -1.1240
H -0.5699 -1.1870 -2.5266
H 5.2950 -1.7614 -4.8831
H -4.5263 -1.9373 -3.2810
H -3.0647 -1.1621 -2.6929
H 0.8062 -2.8953 4.1492
H -2.4902 -3.6639 2.2102
H 4.8615 -1.5899 4.6233
H 2.9958 -3.0671 5.3168
H -1.0788 0.1556 -3.3310
H -1.9565 -0.3821 1.6024
H -6.1716 3.2537 0.6167
H 4.3679 -2.4244 -2.7000
H -1.8162 -0.7027 3.1943
H -4.2553 -3.6617 2.0946
H 2.4553 -3.5892 0.7800
H -8.7573 -0.0238 -0.2268
H -8.5751 -1.2042 -1.4573
H 6.9704 -1.6044 0.5521
H 4.2802 -4.5257 2.1597
H 0.4912 -1.2620 2.3486
H 4.4021 0.2308 -6.0609
H 6.8579 3.7984 0.3480
H -4.2216 -2.9115 -0.1782
H 5.1432 -0.6569 -0.7712
H -3.8060 -1.6667 3.2542
H 6.5570 -3.5540 2.0337
H 5.8047 2.5746 -1.5371
H -3.9991 -1.1132 1.5991
H 3.7367 2.4185 2.9433
H 1.6944 0.8967 -2.8035
H 2.5759 1.5465 -5.0188
H -2.8056 4.3600 3.0568
H -0.8135 -1.2349 -4.1189
H -5.0545 4.9297 2.1120
H -3.1845 -4.3256 -0.0302
H 3.7553 1.2450 -1.1485

Maximum force in hartree/bohr: 0.0305
LUMO in eV: 3.798
DFT total energy in hartree: -4350.3153
Net charge: -2
2S+1: 1
Energy above the lowest of the compared OMol25 structures with the same formula, charge and spin in kcal per mole: 25.1
HOMO level in Eh: -0.0665

Atomic partial charges in e from the Mulliken method, atoms 1 to 2: 1.1956, -0.7415


# 6
Molecular formula: C3H7O3
Method: DFT, ωB97M-V with the def2-TZVPD basis set

Atoms and positions in Å:
O -1.1112 1.6852 -1.8994
O 2.6124 -2.2619 0.2710
O -0.2701 0.4076 -0.2365
C -1.6011 2.2325 0.3874
C -0.9531 1.3537 -0.7183
C 1.1912 -2.3023 0.1916
H 0.8409 -3.2581 0.4900
H -0.9316 3.0995 0.4873
H 0.7072 -1.5458 0.7777
H -2.5886 2.6846 0.2187
H 2.9291 -1.8446 -0.5262
H -1.6457 1.7962 1.3621
H 0.8206 -2.0465 -0.8053

Maximum force in hartree/bohr: 0.0272
LUMO in eV: 3.863
DFT total energy in hartree: -344.2649
Net charge: -1
2S+1: 1
Energy above the lowest of the compared OMol25 structures with the same formula, charge and spin in kcal per mole: 28.4
HOMO level in Eh: -0.1479

Atomic partial charges in e from the natural (NBO) method, atoms 1 to 2: -0.7738, -0.7446